ORCA calculation (ωB97M-V/def2-TZVPD) on a molecular structure, C39H61AsFN8O2PRuSe at a distorted geometry.

The geometry in ORCA input format:
```
! RIJCOSX wB97M-V def2-TZVPD def2/J DEFGRID3
* xyz 1 6
Ru -0.73395 0.61670 -1.12053
N 0.75937 -0.46794 -0.46797
C 1.76430 -0.94065 -0.06391
N 2.85599 -1.58867 0.13771
C 3.70844 -1.57048 1.10632
N 4.59851 -1.46275 1.88290
F -2.04320 1.62438 -2.18053
C -0.23982 3.80791 0.97140
C -0.10521 2.43540 1.60191
C -0.15627 2.55856 3.19245
P -1.32916 1.14349 0.90537
C -1.75718 -0.25663 2.14267
C -1.05306 -1.53255 1.71787
C -1.82385 -0.14314 3.69708
C -2.96103 2.25592 0.79932
C -4.08976 1.26757 0.36103
C -3.38765 3.06780 2.02981
H 0.69406 4.11914 0.54611
H -0.56103 4.50548 1.69595
H -0.96317 3.92100 0.17897
H 0.86946 2.05608 1.28990
H -0.57429 3.41558 3.59588
H 0.94307 2.71342 3.37311
H -0.39856 1.57209 3.61418
H -2.87405 -0.33294 1.91669
H -1.15309 -1.71083 0.67393
H -1.45721 -2.33487 2.33907
H 0.03309 -1.45649 1.97411
H -2.29667 -1.09578 4.14806
H -2.39453 0.70630 4.10610
H -0.74753 -0.13324 4.14196
H -2.77434 2.88136 -0.05085
H -4.84031 0.93529 1.05702
H -3.68278 0.38383 -0.17493
H -4.61626 1.76430 -0.51989
H -2.59135 3.81075 2.25264
H -3.46821 2.40112 2.90954
H -4.23681 3.66870 1.76997
N -0.07237 -1.56298 -3.20042
C -0.53138 -2.24692 -4.27553
C -1.77244 -1.71025 -4.62201
C -1.99727 -0.69887 -3.65921
N -0.93339 -0.52416 -2.91199
H 0.69610 -1.75255 -2.54386
H 0.02694 -3.03802 -4.83468
H -2.38771 -2.05756 -5.40256
H -2.85891 -0.07749 -3.68973
C 0.82042 5.96372 -5.31006
O -0.11177 4.88624 -4.94334
C -1.20321 4.47500 -5.63702
C -2.08419 5.24038 -6.40531
C -3.18262 4.57683 -7.05442
C -3.58401 3.30523 -6.68927
C -2.76961 2.55927 -5.85987
C -1.61167 3.12600 -5.32138
N -0.72594 2.33279 -4.55586
C 0.50413 1.90427 -4.97854
C 1.64903 1.92323 -4.15852
C 2.98723 1.85676 -4.70470
C 4.12317 2.14852 -3.93024
C 3.98964 2.23119 -2.58814
C 2.78012 2.16158 -1.96903
C 1.56528 2.06961 -2.71186
O 0.39209 2.22409 -2.03753
H 1.78755 5.75566 -4.76996
H 0.49441 6.96760 -5.00434
H 1.07868 6.03353 -6.36909
H -2.11519 6.34291 -6.36426
H -3.75618 4.98993 -7.88408
H -4.58948 2.79564 -6.99963
H -2.96495 1.55125 -5.50532
H -1.18841 2.07991 -3.68643
H 0.71736 2.07686 -6.07516
H 3.05400 1.68594 -5.74136
H 5.04876 2.14387 -4.44981
H 4.89791 2.35843 -1.97501
H 2.63555 2.05627 -0.90421
C -6.78355 -2.52805 0.27076
N -5.89206 -2.62251 1.51022
C -6.33174 -2.19545 2.76861
C -5.56947 -2.84731 3.64096
N -4.65198 -3.66231 3.04136
C -3.81349 -4.70948 3.70903
C -4.91800 -3.60062 1.67489
Se -4.10129 -4.66544 0.48890
H -7.87496 -2.50401 0.52763
H -6.54821 -3.44303 -0.30419
H -6.54672 -1.64223 -0.36430
H -7.06124 -1.47004 2.82250
H -5.50686 -2.72134 4.74145
H -3.02828 -4.25835 4.36369
H -3.21024 -5.15059 2.87662
H -4.37192 -5.53580 4.19818
C 7.04243 -0.53560 3.24532
C 6.35574 -1.58280 4.10993
As 5.75199 -3.23816 3.08299
C 7.36153 -4.51509 3.40695
C 7.14631 -6.06166 3.63786
C 4.56007 -3.74966 4.61178
C 3.00473 -3.88446 4.34932
H 7.16150 0.29798 3.90176
H 6.53449 -0.25216 2.37047
H 8.03217 -0.98982 2.88030
H 5.57731 -1.20893 4.71604
H 7.17439 -2.04890 4.70996
H 7.95000 -4.08600 4.17317
H 7.87524 -4.38226 2.47051
H 6.82065 -6.27564 4.68872
H 8.10862 -6.61364 3.50618
H 6.38276 -6.48054 2.97798
H 4.77224 -3.07829 5.45282
H 4.91292 -4.67585 5.00999
H 2.40075 -3.43123 5.16872
H 2.82112 -4.98483 4.36477
H 2.73948 -3.42477 3.37144
*
```

## Properties
**Gap between HOMO and LUMO (spin up / spin down)**: 6.0 / 2.3 eV
**Expectation value of S²**: 8.78
**Largest force on an atom**: 0.115 Eh/bohr